Run i
The following is a DFT calculation (ωB97M-V with the def2-TZVPD basis set) of one molecule with the formula C6H12O.

Results
* Kohn-Sham gap: 0.374 hartree
* total charge: 0
* LUMO: 0.9 eV
* multiplicity: 1

Geometry as XYZ:
```
19
Properties=species:S:1:pos:R:3:lowdin_charge:R:1
C -1.8617 -0.4488 0.6272 -0.085
C -0.9748 0.2023 -0.4156 -0.343
C -0.8079 -0.8580 -1.6453 -0.076
C 0.4489 0.4723 0.1070 -0.225
C 1.7104 1.2650 -0.0388 -0.044
C 1.5972 0.1110 0.9783 -0.315
O 1.8298 0.3012 2.3366 -0.006
H -2.1899 0.2474 1.4044 0.079
H -2.7322 -0.8746 0.1241 0.074
H -1.3198 -1.2662 1.1213 0.089
H -1.3855 1.1145 -0.8489 0.128
H -1.7406 -0.8997 -2.2044 0.065
H -0.5747 -1.8881 -1.3041 0.089
H -0.0107 -0.6289 -2.3855 0.084
H 0.6324 -0.2712 -0.6349 0.063
H 2.2299 1.0807 -0.9767 0.093
H 1.9162 2.2511 0.3763 0.098
H 2.0406 -0.8391 0.6947 0.141
H 1.1922 0.9292 2.6843 0.093
```

=====

Run ii
The following is a DFT calculation (ωB97M-V with the def2-TZVPD basis set) of one molecule with the formula C6H12O.

Results
* Kohn-Sham gap: 0.408 hartree
* total charge: 0
* LUMO: 1.0 eV
* multiplicity: 1

Geometry as XYZ:
```
19
Properties=species:S:1:pos:R:3:lowdin_charge:R:1
C 1.8567 -0.7487 -0.6234 -0.032
C 0.6502 -0.2531 0.1688 -0.581
O 0.9612 -0.2233 1.5646 -0.022
C 0.1703 1.1352 -0.2922 -0.140
C -1.2403 1.2370 0.2849 -0.190
C -1.8198 -0.1574 -0.0015 -0.175
C -0.6158 -1.1319 0.0565 -0.111
H 2.6948 -0.0490 -0.5054 0.084
H 1.6298 -0.8138 -1.6934 0.085
H 2.1875 -1.7326 -0.2748 0.087
H 1.6762 0.4146 1.6899 0.097
H 0.8501 1.9373 0.0241 0.120
H 0.1308 1.1534 -1.3902 0.124
H -1.1790 1.4190 1.3634 0.110
H -1.8446 2.0339 -0.1611 0.106
H -2.2539 -0.1596 -1.0086 0.105
H -2.6209 -0.4241 0.6942 0.104
H -0.5718 -1.7659 -0.8362 0.113
H -0.6589 -1.7965 0.9249 0.118
```

=====

Which structure is most stable, and how do the rest compare? From most to least stable: run ii, run i.

=====

Run i
The following is a DFT calculation (ωB97M-V with the def2-TZVPD basis set) of one molecule with the formula C5H4N2O.

Results
* Kohn-Sham gap: 0.323 hartree
* total charge: 0
* LUMO: 0.5 eV
* multiplicity: 1

Geometry as XYZ:
```
12
Properties=species:S:1:pos:R:3:lowdin_charge:R:1
C 2.1133 -0.1194 -0.1412 -0.117
C -0.0229 -0.8331 0.1396 -0.165
C -1.3521 -1.1246 0.0191 -0.093
C -1.2270 1.1449 0.0098 -0.100
C 0.0438 0.6070 -0.0525 -0.218
H 3.1764 0.1102 -0.1838 0.134
H -1.9810 -1.9641 -0.2014 0.102
H -3.1160 0.1372 0.3969 0.265
H -1.8075 2.0581 0.4512 0.152
N 1.3740 -1.1111 0.1033 0.101
N -2.0238 0.0718 -0.1983 -0.065
O 1.3683 1.1106 0.0443 0.003
```

=====

Run ii
The following is a DFT calculation (ωB97M-V with the def2-TZVPD basis set) of one molecule with the formula C5H4N2O.

Results
* Kohn-Sham gap: 0.330 hartree
* total charge: 0
* LUMO: -0.3 eV
* multiplicity: 1

Geometry as XYZ:
```
12
Properties=species:S:1:pos:R:3:lowdin_charge:R:1
C 1.4196 0.2848 0.6075 -0.103
C 1.4574 -0.4133 -0.8486 -0.013
C -0.0134 -0.0628 -0.9189 -0.287
C -1.3300 -0.8173 -1.2075 -0.003
C -2.1395 -0.1379 -0.2012 -0.176
H 1.6791 -1.4550 -0.5700 0.114
H 2.1701 -0.0148 -1.7797 0.171
H -1.9580 -0.9483 -2.0548 0.056
H -3.1824 -0.5836 -0.3750 0.121
N -1.4612 0.6241 0.7483 0.080
N -0.1444 0.5679 0.1663 -0.045
O 2.0207 0.1921 1.7238 0.086
```

=====

Run iii
The following is a DFT calculation (ωB97M-V with the def2-TZVPD basis set) of one molecule with the formula C5H4N2O.

Results
* Kohn-Sham gap: 0.285 hartree
* total charge: 0
* LUMO: -1.8 eV
* multiplicity: 1

Geometry as XYZ:
```
12
Properties=species:S:1:pos:R:3:lowdin_charge:R:1
C -1.5808 -0.1722 0.0290 -0.455
C -0.8218 1.0749 0.1749 0.045
C 0.5127 1.1736 -0.2972 -0.039
C 1.5218 0.1741 -0.1162 -0.106
C 0.3091 -1.6860 0.0299 -0.219
H -1.5447 2.0354 0.5054 0.183
H 0.7277 2.2310 0.0074 0.116
H 2.4297 0.7626 -0.1565 0.106
H 0.6488 -2.6699 -0.1222 0.099
N 1.5071 -1.1169 0.2059 0.100
N -0.8932 -1.3204 -0.2074 0.144
O -2.8164 -0.4861 -0.0531 0.025
```

=====

Which structure is most stable, and how do the rest compare? From most to least stable: run i, run iii, run ii.

=====

Run i
The following is a DFT calculation (ωB97M-V with the def2-TZVPD basis set) of C5H13N2 as an isolated structure.

Results
* Kohn-Sham gap: 0.399 hartree
* total charge: +1
* LUMO: -3.3 eV
* multiplicity: 1

Geometry as XYZ:
```
20
Properties=species:S:1:pos:R:3:lowdin_charge:R:1
C -0.0113 -0.7497 0.2743 -0.279
C 1.1190 -1.4923 -0.4764 -0.018
C -1.1324 -1.6743 0.8075 0.005
C -1.1476 1.2270 0.9648 -0.056
C 1.0963 1.5709 -0.5626 -0.067
N 0.7818 1.3164 -1.8619 0.057
N -0.0528 0.5162 0.4372 -0.026
H 2.1384 -1.3184 -0.0285 0.106
H 1.0224 -2.6380 -0.5430 0.110
H 1.1867 -1.1435 -1.5796 0.091
H -1.2265 -1.6101 1.8943 0.095
H -0.8043 -2.6805 0.4440 0.086
H -2.0961 -1.2984 0.3084 0.124
H -0.8184 2.1929 1.1917 0.074
H -1.6251 0.8531 1.9117 0.129
H -1.9545 1.1879 0.3001 0.092
H 2.0885 1.3869 -0.1928 0.118
H 0.8168 2.4985 -0.1040 0.106
H 1.3168 0.5645 -2.3411 0.108
H 0.2287 2.0070 -2.4218 0.145
```

=====

Run ii
The following is a DFT calculation (ωB97M-V with the def2-TZVPD basis set) of C5H13N2 as an isolated structure.

Results
* Kohn-Sham gap: 0.365 hartree
* total charge: +1
* LUMO: -3.7 eV
* multiplicity: 1

Geometry as XYZ:
```
20
Properties=species:S:1:pos:R:3:lowdin_charge:R:1
C -0.1134 0.8371 -0.5865 -0.007
C 2.7601 0.8052 -0.5762 0.091
C 1.5997 -0.9192 0.7902 -0.014
C -1.8691 0.5198 1.1686 0.026
C -1.8919 -0.8511 -0.9350 -0.055
N 1.6826 0.2227 -0.1772 -0.083
N -1.2185 0.1653 -0.1700 -0.245
H 0.1337 1.7700 0.0325 0.153
H 0.0121 0.8642 -1.6830 0.132
H 3.7419 0.4152 -0.4268 0.097
H 2.7255 1.4873 -1.4420 0.110
H 0.5710 -0.9936 0.9488 0.033
H 1.8686 -1.9381 0.3398 0.139
H 2.0789 -0.7844 1.6644 0.055
H -1.1155 0.4082 1.9793 0.103
H -2.1382 1.5538 1.1940 0.093
H -2.5233 -0.2321 1.3232 0.045
H -2.7897 -0.4350 -1.5170 0.126
H -1.1933 -1.2724 -1.6726 0.098
H -2.3212 -1.6228 -0.2546 0.104
```

=====

Run iii
The following is a DFT calculation (ωB97M-V with the def2-TZVPD basis set) of an isolated ion of composition C5H13N2 and charge +1.

Results
* Kohn-Sham gap: 0.328 hartree
* total charge: +1
* LUMO: -3.1 eV
* multiplicity: 1

Geometry as XYZ:
```
20
Properties=species:S:1:pos:R:3:lowdin_charge:R:1
C -0.0627 -1.9379 1.8212 -0.031
C -0.1911 -0.5892 1.1550 -0.349
C -0.9312 -0.5718 -0.1854 -0.171
C -0.8410 0.7268 -0.9044 -0.141
C 0.0585 1.0900 -1.8378 -0.242
N 0.2030 2.3119 -2.3868 0.086
N 1.1626 0.0499 0.9494 0.212
H 0.4524 -2.6336 1.1580 0.094
H 0.5221 -1.8854 2.7330 0.091
H -1.0429 -2.3522 1.9657 0.095
H -0.7115 0.1004 1.8098 0.152
H -0.6376 -1.4501 -0.7617 0.128
H -1.9754 -0.8048 0.0206 0.131
H -1.4595 1.5300 -0.5146 0.118
H 0.6033 0.2839 -2.3466 0.140
H -0.3495 3.0852 -2.0564 0.109
H 0.7793 2.4771 -3.1867 0.102
H 1.0334 0.7395 0.1829 0.131
H 1.5572 0.4693 1.7882 0.174
H 1.8308 -0.6389 0.5965 0.173
```

=====

Which structure is most stable, and how do the rest compare? From most to least stable: run iii, run i, run ii.

=====

Run i
The following is a DFT calculation (ωB97M-V with the def2-TZVPD basis set) of a 2-piece molecular cluster, C5H13N2 overall.

Results
* Kohn-Sham gap: 0.238 hartree
* total charge: +1
* LUMO: -5.2 eV
* multiplicity: 1

Geometry as XYZ:
```
20
Properties=species:S:1:pos:R:3:lowdin_charge:R:1
C -2.7725 -0.2258 1.3677 0.059
C -2.1044 -0.2501 0.2250 -0.447
C 2.1009 0.0450 0.0127 -0.033
C -2.4119 0.7947 -0.8272 -0.083
C 3.3430 -0.7553 -0.0672 -0.011
N -1.0890 -1.1076 -0.3075 0.050
N 2.1510 1.3492 0.2693 0.240
H -3.4672 0.4773 1.4323 0.018
H -2.5768 -0.9928 2.0800 0.061
H -3.1807 0.5593 -1.6060 0.094
H -1.4185 1.0740 -1.4399 0.112
H -2.9042 1.6386 -0.4520 0.044
H 3.2353 -1.5597 0.8322 0.185
H 4.1187 -0.0505 0.0600 0.067
H 3.3716 -1.1735 -1.0768 0.112
H -1.2792 -1.3213 -1.2661 0.083
H -0.7320 -1.8763 0.2050 0.072
H 1.2668 -0.5686 -0.0889 0.086
H 1.3981 1.9907 0.4545 0.146
H 2.9508 1.9528 0.1928 0.146
```

=====

Run ii
The following is a DFT calculation (ωB97M-V with the def2-TZVPD basis set) of an isolated ion of composition C5H13N2 and charge +1.

Results
* Kohn-Sham gap: 0.375 hartree
* total charge: +1
* LUMO: -3.4 eV
* multiplicity: 1

Geometry as XYZ:
```
20
Properties=species:S:1:pos:R:3:lowdin_charge:R:1
C -0.8108 -1.5920 -1.1715 0.031
C 0.3473 -1.0937 -0.7596 -0.108
C -0.4408 -0.3428 1.5416 -0.019
C 0.3662 1.3055 -0.2133 -0.095
C 0.5442 -0.1214 0.3839 -0.584
N 1.9363 -0.1920 0.7810 0.080
N -0.9062 1.3901 -0.9757 0.188
H -0.8514 -2.2677 -2.0085 0.080
H -1.7450 -1.4500 -0.6491 0.075
H 1.2627 -1.3301 -1.2832 0.126
H -0.2271 0.3532 2.3503 0.092
H -1.4787 -0.2175 1.2442 0.072
H -0.3258 -1.3525 1.9281 0.102
H 0.3833 2.0533 0.5789 0.143
H 1.2078 1.4857 -0.8831 0.142
H 2.1297 0.3875 1.5889 0.096
H 2.2108 -1.1402 1.0045 0.100
H -1.0169 0.4419 -1.4248 0.128
H -0.8849 2.1291 -1.6847 0.179
H -1.7006 1.5535 -0.3477 0.173
```

=====

Run iii
The following is a DFT calculation (ωB97M-V with the def2-TZVPD basis set) of an isolated ion of composition C5H13N2 and charge +1.

Results
* Kohn-Sham gap: 0.342 hartree
* total charge: +1
* LUMO: -4.1 eV
* multiplicity: 1

Geometry as XYZ:
```
20
Properties=species:S:1:pos:R:3:lowdin_charge:R:1
C -0.3432 -0.7475 0.3419 -0.208
C 1.9052 0.1914 -0.0617 -0.034
C 2.7071 -1.0158 0.0299 0.001
C 0.0907 1.6334 -0.2487 0.002
C -2.8168 -0.2108 0.3070 -0.036
N 0.6354 0.3405 0.0284 -0.062
N -1.5357 -0.7536 -0.2867 -0.078
H 0.2071 -1.6220 0.3106 0.104
H -0.4756 -0.7089 1.4142 0.156
H 2.3485 1.1925 -0.4105 0.183
H 3.2722 -1.0561 0.9437 0.112
H 3.5245 -1.0446 -0.7094 0.121
H 2.0961 -1.8478 -0.1117 0.064
H -0.9863 1.5174 -0.2994 0.081
H 0.2705 2.3586 0.5131 0.111
H 0.4408 2.0767 -1.1426 0.102
H -3.5617 -0.8964 0.2219 0.040
H -2.7356 -0.0952 1.3670 0.079
H -3.0784 0.7730 -0.3022 0.125
H -1.6597 -1.3171 -1.1180 0.140
```

=====

Run iv
The following is a DFT calculation (ωB97M-V with the def2-TZVPD basis set) of an isolated ion of composition C5H13N2 and charge +1.

Results
* Kohn-Sham gap (spin up / spin down): 0.227 / 0.227 hartree
* total charge: +1
* LUMO (spin up / spin down): -4.2 / -4.2 eV
* multiplicity: 1

Geometry as XYZ:
```
20
Properties=species:S:1:pos:R:3:lowdin_charge:R:1
C 0.4566 -0.4134 0.2102 -0.374
C 0.5447 0.7614 1.1876 -0.217
C -0.5055 -0.3888 -0.9889 -0.188
C 0.3626 -1.6261 1.2598 -0.042
C -1.9481 -0.6207 -0.8566 0.024
N 1.3699 1.9089 0.7586 0.053
N 0.0556 0.2678 -1.9998 0.209
H 1.5375 -0.6176 -0.0881 0.140
H -0.4049 1.0773 1.7293 0.106
H -0.6445 -2.0162 1.1312 0.062
H 0.4432 -1.2904 2.2974 0.079
H 1.1273 -2.3356 1.0173 0.070
H -2.3000 -1.5138 -1.1732 0.066
H -2.4726 0.0173 -1.5959 0.123
H -2.0764 -0.6449 0.2452 0.123
H 2.1469 1.4300 0.2121 0.170
H 1.7280 2.3328 1.6068 0.135
H -0.3446 0.1359 -2.9309 0.155
H 0.9657 0.6460 -1.8806 0.109
H 0.7836 2.7820 0.3611 0.197
```

=====

Which structure is most stable, and how do the rest compare? From most to least stable: run ii, run iii, run i, run iv.